[1]
DFT (ωB97M-V/def2-TZVPD) results for a structure of composition C20H26FN7O2STc.

Structure (XYZ):
```
58
C20H26FN7O2STc (ωB97M-V/def2-TZVPD)
Tc 0.471 1.515 -0.110
C 1.456 -3.899 2.468
C 1.394 -3.826 0.945
N 1.972 -2.587 0.411
C 1.400 -1.397 0.491
S 2.275 -0.062 -0.306
N 0.252 -1.239 1.100
N -0.298 -0.012 1.018
C -1.343 0.230 1.770
C -1.868 -0.750 2.753
C -1.953 1.539 1.557
C -3.109 1.972 2.189
C -3.638 3.214 1.869
C -2.992 4.008 0.931
C -1.831 3.534 0.350
N -1.336 2.327 0.642
H 1.124 -4.880 2.805
H 0.811 -3.140 2.902
H 2.474 -3.740 2.825
H 0.358 -3.889 0.611
H 1.949 -4.647 0.498
H 2.895 -2.630 0.007
H -1.084 -1.449 3.028
H -2.681 -1.337 2.316
H -2.248 -0.249 3.642
H -3.596 1.337 2.914
H -4.549 3.556 2.343
H -3.382 4.975 0.650
H -1.280 4.126 -0.371
O 3.117 -3.223 -4.711
C 1.892 -3.050 -5.372
N 1.265 -1.913 -4.733
C -0.074 -1.818 -4.591
O -0.871 -2.636 -4.999
C -0.571 -0.606 -3.843
C -1.715 0.041 -4.294
C -2.204 1.102 -3.550
C -1.564 1.452 -2.380
N -0.485 0.802 -1.909
C 0.003 -0.206 -2.655
H 3.705 -3.774 -5.233
H 1.221 -3.904 -5.256
H 2.028 -2.863 -6.443
H 1.889 -1.172 -4.456
H -2.199 -0.288 -5.205
H -3.082 1.648 -3.865
H -1.931 2.282 -1.796
H 0.874 -0.724 -2.283
C 1.292 2.516 4.925
C 2.391 2.783 3.873
C 1.849 2.482 2.572
N 1.340 2.202 1.585
H 1.691 2.716 5.916
H 0.965 1.478 4.884
H 0.433 3.165 4.758
H 3.264 2.151 4.050
H 2.720 3.823 3.906
F 1.114 2.933 -1.146
```

- Charge: +2
- Strongest force on any atom: 1.9 eV/A
- Gap between HOMO and LUMO (spin up / spin down): 7.39 / 6.02 eV
- Energy: -1889.8989 Eh
- Multiplicity: 4
- ΔE to the lowest compared entry with this formula, charge and spin: 2.2 kcal/mol
- E_HOMO (spin up / spin down): -14.31 / -14.31 eV

[2]
DFT (ωB97M-V/def2-TZVPD) results for a structure of composition C20H26HfIN3O2S4.

Structure (XYZ):
```
57
C20H26HfIN3O2S4 (ωB97M-V/def2-TZVPD)
Hf -0.571 -0.902 -0.255
C 2.251 -0.445 -1.685
C 2.061 -1.939 -1.986
N 0.894 -2.560 -1.425
C 1.219 -3.852 -0.875
C 1.923 -3.651 0.455
S 1.080 -2.416 1.453
C 2.422 -1.274 1.900
C 2.968 -0.621 0.652
N 1.904 -0.199 -0.259
H 1.465 -0.029 -2.274
H 3.234 -0.051 -1.949
H 2.988 -2.395 -1.650
H 1.988 -1.989 -3.067
H 0.278 -2.752 -2.194
H 1.856 -4.362 -1.652
H 0.259 -4.370 -0.752
H 2.981 -3.327 0.391
H 1.974 -4.664 0.901
H 3.182 -1.894 2.347
H 2.076 -0.571 2.706
H 3.538 -1.347 0.134
H 3.745 0.152 0.896
H 1.666 0.744 -0.123
S -2.489 -4.628 -2.187
C -2.098 -3.135 -1.748
S -2.015 -2.891 -0.016
S -1.540 -1.853 -2.775
I -3.075 7.303 -2.730
C -2.651 5.386 -2.234
C -1.387 4.935 -2.415
C -1.023 3.578 -2.165
C -1.982 2.696 -1.712
C -3.338 3.150 -1.534
C -3.677 4.505 -1.806
C -1.509 1.335 -1.310
O -2.270 0.365 -0.941
O -0.241 1.030 -1.251
H -0.574 5.613 -2.734
H 0.013 3.372 -2.181
H -4.043 2.360 -1.206
H -4.705 4.839 -1.735
C -1.707 -1.856 3.050
C -0.931 -0.606 2.979
C -0.534 0.162 4.069
C 0.067 1.326 3.573
C -0.108 1.328 2.191
C 0.264 2.466 1.310
N -0.674 0.112 1.773
H -2.237 -1.889 4.056
H -1.073 -2.734 3.043
H -2.468 -1.968 2.295
H -0.807 -0.072 5.119
H 0.381 2.201 4.131
H -0.489 2.635 0.507
H 1.288 2.307 0.924
H 0.252 3.343 1.970
```

- Charge: 0
- Strongest force on any atom: 2.6 eV/A
- Gap between HOMO and LUMO: 6.88 eV
- Energy: -3031.0492 Eh
- ΔE to the lowest compared entry with this formula, charge and spin: 9.5 kcal/mol
- E_HOMO: -7.31 eV

[3]
DFT (ωB97M-V/def2-TZVPD) results for a structure of composition C20H26InN5O3S2Se3.

Structure (XYZ):
```
60
C20H26InN5O3S2Se3 (ωB97M-V/def2-TZVPD)
In 0.065 -0.224 -1.058
C -4.671 -2.753 1.206
S -2.951 -3.282 1.244
C -2.190 -2.163 0.158
S -0.505 -2.472 -0.049
N -2.931 -1.238 -0.384
N -2.235 -0.323 -1.114
C -2.909 0.519 -1.790
C -2.198 1.576 -2.514
C -2.864 2.506 -3.298
C -2.119 3.491 -3.929
C -0.745 3.514 -3.755
C -0.159 2.539 -2.959
N -0.873 1.599 -2.360
H -5.202 -3.444 1.859
H -4.775 -1.738 1.579
H -5.068 -2.816 0.197
H -3.994 0.468 -1.809
H -3.939 2.455 -3.404
H -2.607 4.233 -4.548
H -0.130 4.267 -4.226
H 0.910 2.503 -2.785
O 3.510 -2.870 -1.406
C 3.263 -1.798 -0.510
C 3.698 -0.425 -1.041
C 5.239 -0.419 -1.155
O 5.754 -1.358 -2.073
C 3.373 0.619 0.037
Se 1.567 1.411 0.166
C 3.139 -0.066 -2.434
Se 1.486 -0.955 -3.063
H 2.843 -2.799 -2.109
H 3.839 -2.014 0.394
H 2.208 -1.784 -0.215
H 5.661 -0.580 -0.152
H 5.568 0.567 -1.495
H 5.236 -2.173 -1.977
H 4.010 1.493 -0.106
H 3.607 0.207 1.019
H 3.872 -0.346 -3.188
H 2.993 1.012 -2.491
C -1.970 3.733 0.310
O -1.569 2.386 0.504
H -1.182 4.438 0.582
H -2.866 3.966 0.892
H -2.196 3.870 -0.748
H -0.909 2.327 1.203
Se -2.944 0.466 2.616
N -1.286 0.036 2.152
C -0.806 -0.721 3.118
C 0.517 -1.273 3.129
C 0.884 -2.048 4.173
C -0.014 -2.329 5.263
C -1.268 -1.827 5.301
C -1.709 -0.996 4.218
N -2.903 -0.447 4.136
H 1.180 -1.049 2.304
H 1.877 -2.478 4.200
H 0.336 -2.960 6.069
H -1.949 -2.030 6.115
```

- Charge: 0
- Strongest force on any atom: 0.2 eV/A
- Gap between HOMO and LUMO: 7.03 eV
- Energy: -9468.0391 Eh
- ΔE to the lowest compared entry with this formula, charge and spin: 0.0 kcal/mol
- E_HOMO: -8.06 eV

[4]
DFT (ωB97M-V/def2-TZVPD) results for an isolated molecule of C20H26N2O3S.

Structure (XYZ):
```
52
C20H26N2O3S (ωB97M-V/def2-TZVPD)
C -2.342 5.549 -3.231
C -1.081 5.702 -2.391
C -1.265 5.132 -0.986
C 0.020 5.241 -0.162
O 1.095 4.511 -0.718
C 1.141 3.160 -0.587
C 0.252 2.381 0.147
C 0.426 1.009 0.216
C 1.474 0.390 -0.449
C 1.676 -1.085 -0.315
O 2.272 -1.564 0.643
N 1.171 -1.854 -1.300
C 0.325 -1.359 -2.367
C 1.097 -1.177 -3.671
C 1.342 -3.296 -1.219
C 0.230 -3.869 -0.329
O -0.775 -4.378 -0.781
N 0.493 -3.711 0.980
C -0.509 -3.922 2.002
C -1.048 -2.619 2.509
C -0.352 -1.498 2.844
C -1.185 -0.441 3.277
C -2.500 -0.775 3.266
S -2.752 -2.386 2.718
C 2.371 1.168 -1.173
C 2.205 2.534 -1.244
H -3.176 6.069 -2.765
H -2.191 5.963 -4.225
H -2.608 4.499 -3.335
H -0.251 5.185 -2.877
H -0.817 6.759 -2.319
H -1.564 4.085 -1.062
H -2.055 5.675 -0.464
H 0.370 6.277 -0.163
H -0.157 4.938 0.878
H -0.576 2.824 0.678
H -0.268 0.415 0.793
H -0.107 -0.404 -2.061
H -0.488 -2.077 -2.507
H 1.564 -2.109 -3.979
H 1.871 -0.424 -3.549
H 0.419 -0.855 -4.457
H 1.268 -3.722 -2.219
H 2.323 -3.510 -0.789
H 1.299 -3.143 1.227
H -0.059 -4.490 2.826
H -1.311 -4.516 1.558
H 0.718 -1.416 2.777
H -0.814 0.520 3.585
H -3.344 -0.177 3.548
H 3.207 0.701 -1.671
H 2.894 3.151 -1.799
```

- SMILES: CCCCOc1ccc(C(=O)N(CC)CC(=O)NCc2cccs2)cc1
- Charge: 0
- Strongest force on any atom: 0.7 eV/A
- Gap between HOMO and LUMO: 9.34 eV
- Energy: -1511.1588 Eh
- ΔE to the lowest compared entry with this formula, charge and spin: 14.8 kcal/mol
- E_HOMO: -8.69 eV

[5]
DFT (ωB97M-V/def2-TZVPD) results for an isolated molecule of C20H26N2O7.

Structure (XYZ):
```
55
C20H26N2O7 (ωB97M-V/def2-TZVPD)
C 1.723 3.103 4.087
O 0.739 2.577 3.224
C 0.884 1.366 2.627
C -0.208 1.004 1.833
C -0.234 -0.190 1.148
C -1.443 -0.559 0.307
N -2.633 -0.668 1.132
C -3.550 0.303 1.322
O -4.407 0.275 2.177
N -3.486 1.341 0.403
C -2.644 1.379 -0.680
C -2.942 2.479 -1.643
C -1.651 0.465 -0.791
C -0.707 0.420 -1.903
O -0.721 1.120 -2.894
O 0.246 -0.514 -1.692
C 1.149 -0.757 -2.755
C 0.709 -2.010 -3.542
C 1.505 -2.148 -4.846
C 0.677 -1.312 -5.831
C -0.696 -1.178 -5.143
O -0.636 -1.928 -3.940
C 0.852 -1.051 1.233
C 1.957 -0.706 1.992
O 3.079 -1.480 2.091
C 3.155 -2.655 1.323
C 1.981 0.502 2.718
O 3.098 0.849 3.457
C 3.411 -0.002 4.543
H 2.692 3.189 3.593
H 1.830 2.501 4.993
H 1.357 4.094 4.358
H -1.034 1.695 1.786
H -1.266 -1.540 -0.152
H -2.624 -1.391 1.837
H -4.222 2.029 0.475
H -3.934 2.334 -2.069
H -2.930 3.435 -1.122
H -2.211 2.492 -2.443
H 2.134 -0.916 -2.309
H 1.171 0.117 -3.414
H 0.787 -2.884 -2.887
H 1.524 -3.194 -5.151
H 2.527 -1.792 -4.742
H 1.124 -0.331 -5.986
H 0.592 -1.803 -6.798
H -1.513 -1.595 -5.735
H -0.924 -0.130 -4.912
H 0.829 -1.974 0.678
H 2.401 -3.387 1.631
H 4.148 -3.062 1.510
H 3.045 -2.445 0.255
H 4.249 0.470 5.053
H 3.702 -0.999 4.206
H 2.563 -0.088 5.233
```

- SMILES: COc1cc([C@H]2NC(=O)NC(C)=C2C(=O)OC[C@@H]2CCCO2)cc(OC)c1OC
- Charge: 0
- Strongest force on any atom: 0.7 eV/A
- Gap between HOMO and LUMO: 8.86 eV
- Energy: -1413.9011 Eh
- ΔE to the lowest compared entry with this formula, charge and spin: 59.4 kcal/mol
- E_HOMO: -8.30 eV

[6]
DFT (ωB97M-V/def2-TZVPD) results for an isolated molecule of C20H26N4O.

Structure (XYZ):
```
51
C20H26N4O (ωB97M-V/def2-TZVPD)
N 3.111 1.996 4.977
N 1.939 1.258 4.688
C 0.770 1.562 5.292
O 0.694 2.324 6.239
C -0.417 0.839 4.682
C -0.591 1.178 3.193
N 0.499 0.628 2.397
C 0.291 -0.747 1.974
C -0.668 -0.877 0.786
N -0.164 -0.093 -0.328
C -0.963 -0.276 -1.534
C -0.988 -1.725 -1.970
C -2.148 -2.276 -2.497
C -2.164 -3.585 -2.946
C -1.020 -4.359 -2.870
C 0.141 -3.817 -2.344
C 0.158 -2.507 -1.901
C -0.391 0.497 -2.703
C -1.238 1.094 -3.626
C -0.724 1.756 -4.727
C 0.645 1.831 -4.915
C 1.496 1.239 -3.997
C 0.982 0.572 -2.901
C -0.092 1.301 0.075
C 0.886 1.426 1.246
H 3.714 1.435 5.580
H 2.816 2.808 5.525
H 1.885 0.855 3.752
H -1.310 1.137 5.231
H -0.275 -0.236 4.804
H -0.591 2.265 3.083
H -1.574 0.810 2.866
H -0.084 -1.331 2.816
H 1.264 -1.149 1.678
H -0.732 -1.925 0.489
H -1.683 -0.546 1.079
H -2.006 0.060 -1.365
H -3.046 -1.678 -2.556
H -3.073 -4.001 -3.354
H -1.032 -5.381 -3.218
H 1.037 -4.417 -2.280
H 1.059 -2.084 -1.485
H -2.308 1.041 -3.483
H -1.395 2.216 -5.437
H 1.047 2.349 -5.773
H 2.566 1.296 -4.138
H 1.644 0.116 -2.181
H 0.265 1.901 -0.763
H -1.086 1.686 0.374
H 0.985 2.470 1.548
H 1.865 1.066 0.916
```

- SMILES: NNC(=O)CCN1CCN(C(c2ccccc2)c2ccccc2)CC1
- Charge: 0
- Strongest force on any atom: 0.6 eV/A
- Gap between HOMO and LUMO: 9.28 eV
- Energy: -1071.9660 Eh
- ΔE to the lowest compared entry with this formula, charge and spin: 50.3 kcal/mol
- E_HOMO: -8.58 eV